Record 1
57
Properties=species:S:1:pos:R:3:forces:R:3 method="wB97M-V/def2-TZVPD" charge=0 e_homo_ev=-7.1 gap_ev=7.3
Ba 0.23607 0.63923 -0.69710 0.4372 0.1573 -0.2696
O 1.29913 0.81312 -2.91606 0.0847 0.1484 0.3069
C 2.31988 1.32062 -3.52500 -0.1060 -0.0917 -0.1455
C 2.60176 0.92342 -4.86036 -0.0752 -0.0425 -0.0104
C 3.66648 1.41670 -5.56886 0.0802 0.0800 0.0393
C 4.54186 2.35029 -4.99364 -0.0673 -0.0727 -0.0394
C 4.29698 2.75164 -3.70496 0.0318 0.0515 0.0589
C 3.20993 2.27366 -2.94826 0.0330 0.0249 0.0360
C 3.10570 2.81158 -1.60575 -0.0007 0.0295 0.0005
N 2.20362 2.60835 -0.72371 -0.1590 -0.2109 -0.0263
C 2.36072 3.26525 0.56208 0.0154 0.0924 0.1426
C 2.17629 2.29049 1.71881 0.0801 0.0840 0.1086
N 0.75859 2.10063 2.03970 -0.0397 -0.1103 -0.1239
C 0.42990 1.09123 2.73993 0.1040 0.0032 0.0360
C 1.29980 -0.02989 3.18191 -0.0948 0.0559 -0.0258
C 1.65142 -0.18112 4.51822 -0.0018 0.0010 0.0203
C 2.44195 -1.24129 4.93109 -0.0046 0.0020 -0.0290
C 2.86034 -2.16878 3.97914 -0.0092 0.0157 0.0133
C 2.49844 -2.04519 2.65138 0.0401 -0.0351 -0.0221
C 1.70250 -0.97332 2.20253 -0.0519 -0.0405 -0.0283
O 1.33465 -0.85220 0.95377 -0.1705 0.1026 0.0651
H 1.92423 0.20230 -5.30091 0.0123 -0.0009 -0.0061
H 3.83396 1.07963 -6.58523 -0.0074 -0.0085 -0.0007
H 5.38458 2.74076 -5.54674 0.0004 -0.0048 -0.0059
H 4.96112 3.47199 -3.23719 -0.0049 -0.0071 0.0012
H 3.93189 3.48704 -1.34145 0.0022 -0.0072 -0.0279
H 1.59543 4.04113 0.66089 0.0236 0.0201 0.0058
H 3.34051 3.75017 0.66204 0.0209 -0.0333 -0.1292
H 2.64660 2.72640 2.60549 -0.0360 -0.0157 0.0191
H 2.69665 1.34932 1.51936 -0.0277 -0.0128 -0.0539
H -0.62342 1.05426 3.03930 -0.0198 -0.0261 -0.0529
H 1.30652 0.55237 5.24007 0.0071 -0.0099 0.0088
H 2.72619 -1.34462 5.96934 -0.0006 -0.0039 0.0000
H 3.47746 -3.00616 4.28322 -0.0010 -0.0001 -0.0011
H 2.82106 -2.77179 1.91561 0.0001 -0.0026 0.0074
C -5.07768 -2.42819 -2.58265 -0.0128 0.0144 0.0318
C -5.52584 -1.83041 -1.25323 0.0315 -0.0243 -0.0371
C -4.86106 -0.48851 -0.95620 -0.0257 -0.0032 -0.0065
S -3.10471 -0.65784 -0.56418 -0.0994 -0.0939 0.0538
O -2.47139 0.66873 -0.92019 -0.0303 -0.0559 0.0932
C -3.17303 -0.65893 1.24622 0.0634 0.0346 -0.0173
C -3.43040 -2.02183 1.87721 0.0154 -0.0431 -0.0237
C -2.30777 -3.02032 1.60755 -0.0182 0.0281 0.0093
H -5.55965 -3.38924 -2.75762 0.0026 -0.0009 -0.0086
H -3.99867 -2.58726 -2.60713 -0.0010 -0.0039 -0.0023
H -5.33783 -1.76482 -3.40901 0.0096 -0.0071 -0.0073
H -5.33208 -2.53453 -0.44097 -0.0107 -0.0036 0.0038
H -6.60602 -1.67327 -1.26537 -0.0014 0.0149 0.0156
H -5.34066 0.05536 -0.14203 0.0008 0.0144 -0.0054
H -4.85248 0.15116 -1.84091 -0.0131 -0.0008 0.0011
H -3.89191 0.10444 1.54738 0.0027 0.0081 -0.0050
H -2.17374 -0.30872 1.52151 -0.0067 -0.0058 0.0240
H -4.39083 -2.42174 1.54468 -0.0133 0.0063 0.0149
H -3.52893 -1.86102 2.95272 -0.0005 0.0050 0.0032
H -2.23632 -3.26826 0.54763 0.0119 -0.0055 0.0013
H -2.47509 -3.94692 2.15505 -0.0029 -0.0040 -0.0034
H -1.34272 -2.61509 1.92085 0.0029 -0.0057 -0.0073


Record 2
61
Properties=species:S:1:pos:R:3:forces:R:3 method="wB97M-V/def2-TZVPD" charge=0 e_homo_ev=-9.1 gap_ev=8.0 smiles="CCOCCOCN1C(=O)c2c(CCOCC)c(CC(=O)I)c(O)c([C@@H](Br)[C@@H](C)Br)c2C1=O"
C -2.50508 -0.05025 4.50401 -0.4679 -0.0708 -0.9804
C -3.24876 0.40605 3.14063 0.6484 -0.2755 1.1137
O -4.23276 -0.60392 2.76130 0.1776 1.5603 -0.5929
C -4.93139 -0.15602 1.55617 0.1253 -0.5906 -0.3034
C -4.89294 -1.36399 0.45942 0.0562 0.9721 1.2628
O -4.43306 -0.76380 -0.78042 1.0135 -1.3520 -0.0182
C -3.09953 -1.19592 -1.11354 -1.1149 -0.3297 0.1645
N -2.08633 -0.67556 -0.14230 -0.1004 0.4045 -0.0155
C -0.95938 -1.56971 0.20277 0.6788 -0.1520 0.0540
O -0.98095 -2.50725 1.02282 -0.0655 3.2213 -3.3217
C 0.21131 -0.95999 -0.69015 2.4276 2.2667 -1.8259
C 1.59123 -1.51149 -1.11431 -1.6869 2.4301 -0.6232
C 2.00818 -2.96933 -0.59821 0.3185 1.2054 1.2139
C 3.02359 -2.72302 0.65314 0.8793 0.3890 -1.2064
O 2.38124 -2.07690 1.77195 1.2870 -0.0284 -0.8604
C 3.22790 -1.08964 2.40075 -0.0616 1.2768 1.4676
C 2.82068 0.42825 2.04130 -0.4291 0.1995 -0.3789
C 2.47193 -0.59936 -2.01496 -1.7942 0.6981 0.5539
C 3.88845 -1.15649 -2.51632 0.1863 -0.3799 0.3392
C 3.69681 -2.36911 -3.58716 -3.0706 2.6014 -2.7159
O 2.92998 -2.15281 -4.54339 3.1342 -1.3756 3.6305
I 4.75042 -4.28268 -3.41098 -0.3058 0.8783 0.0872
C 2.05271 0.85067 -2.46800 -1.8158 -2.1809 2.2005
O 2.96206 1.60704 -3.26877 -1.2832 -0.9742 1.7637
C 0.65553 1.41414 -2.01666 0.8080 -2.7331 0.4978
C 0.18178 2.89879 -2.44653 2.2043 -0.9466 0.1209
Br -1.60924 2.91286 -3.32773 1.0699 -0.1291 0.3702
C 0.34815 3.99130 -1.26749 -0.9723 1.3874 -0.7190
C -0.98398 4.80738 -0.91036 0.3360 0.8337 0.9611
Br 1.07859 3.25182 0.43791 -0.2169 0.2613 -0.8205
C -0.20648 0.46182 -1.16327 1.8885 -0.9582 -0.4221
C -1.67022 0.68560 -0.57705 0.1688 0.8356 0.4738
O -2.37396 1.70212 -0.42607 2.5987 -3.6605 -0.7481
H -3.25989 -0.15767 5.35517 1.1258 0.1494 -1.1636
H -1.70229 0.72366 4.76629 -1.1864 -1.1033 -0.3232
H -2.00263 -1.06155 4.28893 -0.7431 1.5075 0.4766
H -3.78334 1.41131 3.28387 0.8557 -1.2872 -0.2121
H -2.43438 0.48453 2.33963 -1.2596 0.0500 0.8626
H -6.02752 0.11250 1.75855 1.5181 -0.3518 0.0806
H -4.38887 0.78302 1.17919 -0.9137 -1.5547 0.0424
H -5.94614 -1.81780 0.33754 1.7132 0.7354 -0.1135
H -4.15720 -2.16282 0.84576 -1.1482 1.2025 -0.5760
H -3.07537 -2.33565 -1.05134 0.2633 1.4311 -0.3298
H -2.88012 -0.78459 -2.16512 -0.3792 -0.7557 1.5017
H 1.10696 -3.51285 -0.15217 1.0881 0.8229 -0.9660
H 2.52642 -3.59817 -1.39802 -0.7464 0.9146 1.1280
H 3.57942 -3.68493 0.95467 -1.0897 1.2142 -0.3164
H 3.82744 -2.00194 0.25964 -0.9612 -1.0674 0.5139
H 4.34412 -1.21255 2.19745 -1.4954 -0.2504 0.1067
H 3.07488 -1.20641 3.54030 0.2567 -0.0065 -1.8296
H 1.80652 0.43382 1.49292 1.5512 -0.0932 0.8334
H 3.58301 0.95384 1.34840 -1.1860 -0.9021 1.1219
H 2.68591 1.07352 2.99148 0.3609 -1.1145 -1.5058
H 4.50191 -0.35393 -3.07518 -1.1457 -1.3337 0.7316
H 4.53976 -1.50545 -1.63949 -1.0564 0.4188 -1.2645
H 3.83688 1.62828 -2.81794 -0.9276 -0.0730 -0.3298
H 0.92922 3.20808 -3.27131 -1.4189 -0.5535 1.2778
H 1.12034 4.77488 -1.62011 -1.1137 -1.5188 0.6741
H -1.18517 5.65464 -1.66819 0.2910 -1.6177 0.9391
H -1.91057 4.16779 -0.74213 1.4235 0.6877 -0.4561
H -0.77578 5.34584 0.09275 -0.2980 -0.8348 -1.6267


Record 3
56
Properties=species:S:1:pos:R:3:forces:R:3 method="wB97M-V/def2-TZVPD" charge=+2 e_homo_ev=-14.1 gap_ev=8.3
Ca 15.63840 8.45896 8.60859 1.6403 -0.4889 -0.0890
C 18.31430 10.88334 6.68662 -0.0836 0.5093 0.2652
C 17.75924 10.42092 8.00186 0.8841 -0.8569 1.2263
C 16.68839 11.11330 8.60175 -0.5858 -0.7090 0.7733
C 16.19847 10.75776 9.88177 1.4809 0.1781 -0.0403
C 16.92054 9.82370 10.65379 -0.3349 -0.3297 0.8798
C 17.94549 9.06674 10.11036 1.2133 1.4657 -2.9026
C 18.39270 9.35933 8.74116 -2.0291 1.0973 1.8340
H 18.83770 11.86262 6.81046 -0.0390 -0.9027 0.0093
H 17.47492 11.12762 6.03808 0.1027 -0.2643 -0.3975
H 18.96914 10.10943 6.27032 -0.1141 0.4893 -0.1547
H 16.22911 11.94977 8.08808 -0.0322 -0.0891 -0.1213
H 15.40215 11.28667 10.38096 -0.1435 0.2730 -0.2446
H 16.73731 9.70614 11.74088 -0.2821 0.0654 -0.8741
H 18.58691 8.43233 10.68716 -0.1168 -0.4404 0.3637
H 19.28118 8.87142 8.39097 0.1460 -0.2143 -0.3850
C 14.62878 6.40733 5.71646 2.2972 -0.2941 0.8810
S 15.99480 7.71372 5.78831 -0.4822 -0.4469 0.3188
C 17.40448 6.91661 4.92340 -1.3931 0.0321 -0.3608
H 14.66444 6.11592 4.68321 -0.3503 -0.5090 -0.3012
H 13.71829 6.91226 5.95249 -0.6011 0.2420 0.1429
H 14.85509 5.55319 6.43657 -0.3682 1.1232 -1.1210
H 18.23045 7.59905 4.90583 0.3226 0.4678 0.0744
H 17.04664 6.75738 3.88920 0.4118 -0.1948 0.5655
H 17.67738 6.01715 5.44428 0.1242 -0.4419 -0.0605
S 9.28956 9.76959 6.74179 -0.2152 0.1426 0.6272
C 10.92886 9.56012 7.30947 0.5285 0.0203 -1.1060
C 11.27891 9.06429 8.56734 0.6051 1.1216 0.0290
C 12.64538 8.94996 8.83730 -1.1703 -1.4829 1.1457
N 13.64131 9.10019 7.96215 -1.5801 0.4854 -0.1241
C 13.29193 9.57283 6.74978 0.1468 0.3392 -0.7104
C 12.00100 9.84736 6.37186 -1.1167 0.4957 0.3649
C 8.30658 9.67588 8.29838 1.8826 -0.5785 -1.0994
C 8.17819 10.84724 9.03688 -0.7926 -0.7014 -1.3993
C 7.39742 10.69367 10.15952 0.2272 -0.0641 1.4658
N 7.01908 9.53731 10.68032 -0.0115 -0.6846 -1.1669
C 7.25646 8.43592 9.94090 -0.8972 -0.1852 2.1400
C 7.89655 8.40439 8.74268 -0.0483 1.6423 -0.5298
H 10.51356 8.97943 9.34936 0.5511 -0.3236 -0.3366
H 12.87722 8.51165 9.83310 0.2365 0.5738 -0.5906
H 14.13653 9.72523 6.06981 -0.4579 0.1286 0.0473
H 11.77753 10.40300 5.42552 0.2605 -0.9327 0.8675
H 8.47712 11.81113 8.61998 -0.0009 -0.3359 0.3486
H 7.12066 11.49277 10.79665 -0.0702 1.1538 0.2068
H 6.87748 7.54288 10.42552 0.1170 -0.2297 -0.2619
H 7.97270 7.48439 8.19594 0.2659 -0.0435 -0.3561
C 13.68686 5.48643 11.20737 -1.9934 2.0291 0.2650
C 14.67921 5.55442 10.13135 -0.6400 -0.8743 -1.5988
C 14.85332 4.23382 9.37318 0.5658 0.8651 -0.3858
O 15.19784 6.59070 9.70509 -0.1638 -0.5290 0.6140
H 13.97199 4.76043 11.92485 0.1310 -0.8855 0.7078
H 12.69968 5.16877 10.74005 1.2031 0.0900 0.5059
H 13.45732 6.45775 11.73990 0.5996 -0.9659 -0.6572
H 15.58554 4.43321 8.56611 -0.5685 -0.3690 0.2409
H 13.87422 3.85037 8.98690 0.8422 0.4457 0.3396
H 15.28206 3.47686 10.02675 -0.1031 -0.1085 0.1254


Record 4
60
Properties=species:S:1:pos:R:3:forces:R:3 method="wB97M-V/def2-TZVPD" charge=0 e_homo_ev="-6.7 / -7.2" s2=0.751 gap_ev="6.8 / 6.8" multiplicity=2
Cd -0.07285 20.24343 -12.44349 0.1119 0.1782 4.5068
F 1.33635 21.62765 -12.91376 1.0775 1.1612 -0.7470
C 3.13028 19.93095 -17.68554 0.5511 0.5944 1.0003
C 2.96446 21.18341 -17.08092 -0.7898 -0.1225 -1.9907
C 2.83012 21.29710 -15.74122 0.8287 -1.3292 0.5568
C 3.11390 20.22755 -14.95465 0.2813 -3.7625 1.0952
C 3.31554 18.91125 -15.46368 -0.4685 2.9055 -0.3083
C 3.33098 18.83466 -16.84448 -0.6189 -1.3461 -0.7046
O 3.39682 17.57052 -17.42259 -0.0075 0.4717 -0.0230
O 2.58018 22.43187 -15.09918 -0.3540 2.2922 -0.6400
H 3.12776 19.83510 -18.76127 0.0579 -0.1715 0.0375
H 2.77253 22.08651 -17.64125 0.1254 -0.0281 -0.4334
H 3.15280 20.30805 -13.87836 -0.1943 0.3868 0.1314
H 3.35501 18.05825 -14.80245 0.3789 -0.0462 -0.0549
H 3.18437 16.97483 -16.70036 0.1802 -0.4013 -0.1848
H 2.05596 22.16000 -14.34229 -0.5158 0.0667 1.4013
C 5.13925 23.36192 -11.44327 -0.1201 -0.9322 -0.4194
C 4.77625 22.96888 -12.74333 1.5663 0.5397 0.6795
C 5.76973 22.44613 -13.57751 0.5271 0.0723 1.1761
C 7.09283 22.16344 -13.09101 -2.0243 1.4744 -0.2619
C 7.42640 22.56726 -11.80016 -1.2525 -0.4758 -0.2383
C 6.41775 23.14511 -10.96323 0.6295 -0.3941 -0.6261
O 6.76372 23.46046 -9.68207 0.9161 -0.0878 0.4513
O 5.45702 22.21740 -14.86942 0.4970 -0.4721 -0.4570
H 4.35237 23.69235 -10.78143 0.0055 0.3492 0.1327
H 3.79714 23.24582 -13.10534 0.0012 -0.2483 -0.1514
H 7.81238 21.80832 -13.81387 0.1259 -0.2584 0.1798
H 8.41147 22.25388 -11.48738 0.0390 0.5265 0.6172
H 6.04763 23.77586 -9.12589 -0.3289 -0.0325 -0.4398
H 4.49747 22.18946 -14.87825 -0.0931 0.2952 -0.4139
C 0.12735 24.76956 -13.28882 0.3892 0.3523 2.2302
C -0.85361 25.66224 -13.63852 -0.9879 -0.1439 -1.6349
C -1.53011 26.44471 -12.75475 0.8931 1.0226 2.2845
C -1.11397 26.48077 -11.41952 -0.6572 -0.4511 -0.0553
C -0.12463 25.62802 -10.97924 0.9019 -0.7231 -1.0648
C 0.49587 24.77595 -11.91386 0.8845 -1.0141 -0.4014
O 1.51192 23.91941 -11.46304 -1.1000 1.5747 0.1203
O -2.49631 27.27183 -13.21101 -0.9275 0.2265 -1.1334
H 0.61567 24.11521 -13.99576 0.1035 0.0846 -0.0311
H -1.23843 25.79396 -14.63901 0.3307 -0.3584 -0.4759
H -1.66811 27.07037 -10.70419 0.0581 0.2978 0.0792
H 0.24835 25.60231 -9.96601 -0.1876 0.0440 0.1049
H 1.64835 23.25122 -12.13870 -0.0438 -0.7430 -0.2077
H -2.76201 27.98079 -12.62079 0.3394 -0.2503 0.3507
C 0.74957 17.15981 -13.52213 -0.7387 0.2086 2.4021
O 0.35108 18.56651 -13.64919 0.9979 -3.6300 -1.4314
C -0.46664 18.60744 -14.78473 -0.1206 1.2949 -1.2987
C -0.78199 20.07744 -15.20798 -0.0801 -3.0624 -0.2408
O -1.21910 20.77072 -14.07072 -1.6695 1.4214 -2.0999
C -1.76700 22.04517 -14.44670 -0.0242 0.7749 -0.2521
H -0.11372 16.49440 -13.52923 -0.3879 0.1804 -1.2121
H 0.91683 16.99413 -12.45785 1.1693 0.4377 0.0287
H 1.56407 16.81686 -14.16014 -0.1832 0.4833 -0.0476
H -1.40047 18.05945 -14.65921 -0.1815 0.0574 0.5781
H 0.03961 18.08235 -15.59473 0.1462 0.3049 -0.3546
H -1.62784 19.81052 -15.84153 -0.1750 1.0174 -0.5844
H 0.04897 20.51436 -15.76179 -0.0349 0.3970 0.2259
H -2.28556 22.55530 -13.63494 0.0090 -0.6275 0.2583
H -2.44143 21.90808 -15.29196 -0.1271 -0.0913 0.0961
H -0.98999 22.74816 -14.74699 0.2711 -0.2905 -0.1046


Which of these has the highest charge?
C22H28CaN2OS2